<P>
ORCA calculation (the ωB97M-V functional and the def2-TZVPD basis) on 5 unconnected molecules or ions with the total composition H10O4S.

```
15
H10O4S the ωB97M-V functional and the def2-TZVPD basis
S 0.13800 -0.41889 3.03647
H -0.63101 -1.42358 3.51548
H -0.04714 -0.87891 1.74225
H 0.51859 1.23832 0.92161
H -0.60007 2.17835 0.59418
O 0.33549 2.06143 0.47800
H 1.33180 -0.79565 -0.83552
H 2.85778 -0.90459 -0.94890
O 2.05645 -1.31689 -1.37232
H -2.97574 0.35605 -1.16988
H -2.27670 -0.88793 -0.77744
O -2.52656 -0.41002 -1.54137
H -0.54572 0.84724 -3.71929
H 0.14475 -0.40388 -3.21001
O 0.13655 0.58760 -3.15130
```

Values from the calculation:
LUMO in eV: 0.01
Orbital gap in eV: 10.4
HOMO energy in eV: -10.4
SMILES: O.O.O.O.S
Charge: 0

Mulliken population analysis, charges in e, atoms 1 to 6: S -0.284; H 0.173; H 0.123; H 0.212; H 0.322; O -0.562

<Q>
ORCA calculation (the ωB97M-V functional and the def2-TZVPD basis) on 5 unconnected molecules or ions with the total composition H10O4S.

```
15
H10O4S the ωB97M-V functional and the def2-TZVPD basis
S -1.44193 -1.24084 1.66088
H -1.80769 -2.19921 2.52281
H -0.74522 -1.85996 0.65215
H -0.38162 -1.92947 -2.64923
H -0.09977 -0.97620 -1.58312
O -0.47791 -1.87735 -1.73876
H -0.73694 1.01364 1.18185
H -1.20707 2.38570 1.22450
O -0.56760 1.87659 0.78645
H 1.38245 1.15029 1.08678
H 1.74239 -0.26880 1.07028
O 2.09842 0.57221 0.73949
H 1.45083 0.82577 -1.48601
H 0.17021 1.60621 -1.48862
O 0.62144 0.92141 -1.97945
```

Values from the calculation:
LUMO in eV: 0.34
Orbital gap in eV: 10.6
HOMO energy in eV: -10.3
SMILES: O.O.O.O.S
Charge: 0

Mulliken population analysis, charges in e, atoms 1 to 6: S -0.348; H 0.154; H 0.187; H 0.272; H 0.394; O -0.617

Most stable: <Q>

<P>
ORCA calculation (the ωB97M-V functional and the def2-TZVPD basis) on C2H3N3O in the gas phase.

```
9
C2H3N3O the ωB97M-V functional and the def2-TZVPD basis
O 1.56534 -0.79532 0.27726
C 0.79456 0.96920 -0.65786
N -0.16383 1.54618 0.03142
N -1.07023 0.53357 0.37050
C -0.71223 -0.64244 -0.02809
N 0.50323 -0.47223 -0.67981
H 2.35074 -0.50643 -0.22029
H -1.88994 0.78355 0.90721
H -1.33104 -1.53222 0.04924
```

Values from the calculation:
LUMO in eV: -0.55
Orbital gap in eV: 8.2
HOMO energy in eV: -8.7
Charge: 0

Mulliken population analysis, charges in e, atoms 1 to 6: O -0.418; C -0.069; N -0.571; N 0.181; C -0.034; N -0.126

<Q>
ORCA calculation (the ωB97M-V functional and the def2-TZVPD basis) on C2H3N3O in the gas phase.

```
9
C2H3N3O the ωB97M-V functional and the def2-TZVPD basis
N 0.58145 1.18883 0.34314
C -0.40578 0.30440 0.08926
C -0.40726 -1.00222 -0.31868
N 0.63354 -1.73012 -0.50832
N 1.42630 -2.51496 -0.71339
O -1.64976 0.76641 0.26219
H 0.37392 2.13391 0.62957
H 1.54403 0.93475 0.19730
H -2.09645 -0.08100 0.01894
```

Values from the calculation:
LUMO in eV: 0.65
Orbital gap in eV: 9.0
HOMO energy in eV: -8.4
Charge: 0

Mulliken population analysis, charges in e, atoms 1 to 6: N -0.370; C 0.661; C -0.566; N 0.630; N -0.706; O -0.468

Most stable: <Q>

<P>
ORCA calculation (the ωB97M-V functional and the def2-TZVPD basis) on C2H3N3O in the gas phase.

```
9
C2H3N3O the ωB97M-V functional and the def2-TZVPD basis
C 0.79070 -0.02525 -0.02418
C -1.16410 0.83182 0.00374
H 2.29620 0.86101 -0.17252
H -2.12923 1.32260 0.08300
H -2.20157 -1.18079 -0.21407
N 2.08645 -0.16143 -0.09969
N 0.03612 1.26052 0.12046
N -1.34595 -0.50482 -0.20329
O -0.14517 -1.25027 0.21298
```

Values from the calculation:
LUMO in eV: 0.58
Orbital gap in eV: 9.9
HOMO energy in eV: -9.3
SMILES: [H]/N=c1\nc[nH]o1
Charge: 0

Mulliken population analysis, charges in e, atoms 1 to 6: C 0.487; C 0.012; H 0.314; H 0.349; H 0.299; N -0.591

<Q>
ORCA calculation (the ωB97M-V functional and the def2-TZVPD basis) on C2H3N3O in the gas phase.

```
9
C2H3N3O the ωB97M-V functional and the def2-TZVPD basis
C -0.23956 0.45239 -0.58965
C 1.17864 0.31903 0.92684
H -1.23761 -0.21819 -2.15093
H 1.66523 0.56263 1.85468
H -1.55330 -1.15134 0.39439
N -0.57044 0.60114 -1.83198
N 0.94698 0.94323 -0.10584
N -0.62502 -0.78944 0.26712
O 0.43507 -0.71945 1.23537
```

Values from the calculation:
LUMO in eV: 0.64
Orbital gap in eV: 9.7
HOMO energy in eV: -9.1
SMILES: [H]/N=c1/nco[nH]1
Charge: 0

Mulliken population analysis, charges in e, atoms 1 to 6: C 0.404; C 0.192; H 0.235; H 0.340; H 0.258; N -0.576

<R>
ORCA calculation (the ωB97M-V functional and the def2-TZVPD basis) on C2H3N3O in the gas phase.

```
9
C2H3N3O the ωB97M-V functional and the def2-TZVPD basis
C 0.88752 0.83176 -0.81698
C -0.50140 -0.42758 0.69829
N 1.75232 -0.28183 -0.21743
N 1.07228 -0.84122 0.61476
N -1.34245 -0.92440 -0.11282
O 0.80281 1.92873 -0.32771
H -2.30373 -0.81352 0.22793
H 0.38757 0.43255 -1.70026
H -0.75492 0.09551 1.63423
```

Values from the calculation:
LUMO in eV: 0.32
Orbital gap in eV: 9.6
HOMO energy in eV: -9.3
SMILES: [H]/N=C/N=N\C=O
Charge: 0

Mulliken population analysis, charges in e, atoms 1 to 6: C 0.146; C 0.067; N -0.180; N -0.114; N -0.557; O -0.415

<S>
ORCA calculation (the ωB97M-V functional and the def2-TZVPD basis) on C2H3N3O in the gas phase.

```
9
C2H3N3O the ωB97M-V functional and the def2-TZVPD basis
C 0.19299 0.51752 0.96755
C -0.02573 -0.28510 -0.27888
N -1.19947 -1.04683 -0.65762
O -2.22531 -0.41337 -0.64171
N 1.59366 -0.50890 -2.08254
N 0.87990 -0.41397 -1.20072
H 1.20782 0.92604 0.97990
H -0.51285 1.34562 1.06131
H 0.08899 -0.12101 1.85270
```

Values from the calculation:
LUMO in eV: -0.52
Orbital gap in eV: 8.3
HOMO energy in eV: -8.8
Charge: 0

Mulliken population analysis, charges in e, atoms 1 to 6: C -0.869; C 0.502; N -0.134; O -0.284; N -0.585; N 0.528

Most stable: <P>

<P>
ORCA calculation (the ωB97M-V functional and the def2-TZVPD basis) on C2H3N3O in the gas phase.

```
9
C2H3N3O the ωB97M-V functional and the def2-TZVPD basis
C -1.33333 0.01537 0.04619
C 0.16502 -0.06379 0.03924
N 0.75984 -0.99333 0.65880
O 2.32793 -0.50839 0.25160
N 2.17848 0.54444 -0.47114
N 0.98113 0.87965 -0.65090
H -1.60266 0.97268 0.49624
H -1.66339 -0.05867 -0.99184
H -1.81303 -0.78797 0.62182
```

Values from the calculation:
LUMO in eV: 0.26
Orbital gap in eV: 12.0
HOMO energy in eV: -11.7
SMILES: Cc1nnon1
Charge: 0

Mulliken population analysis, charges in e, atoms 1 to 6: C -0.797; C 0.631; N -0.287; O -0.146; N 0.051; N -0.276

<Q>
ORCA calculation (the ωB97M-V functional and the def2-TZVPD basis) on C2H3N3O in the gas phase.

```
9
C2H3N3O the ωB97M-V functional and the def2-TZVPD basis
C 0.48326 -0.76279 0.30675
C -0.96739 0.59533 -0.60247
H 0.66022 -2.61463 0.68734
H -1.84307 1.01179 -1.01425
H 0.39437 2.34044 -0.12847
N 1.10706 -1.72745 0.92636
N -0.85916 -0.67230 -0.23967
N 0.02701 1.32587 -0.19603
O 0.99769 0.50373 0.26044
```

Values from the calculation:
LUMO in eV: 0.42
Orbital gap in eV: 9.2
HOMO energy in eV: -8.8
SMILES: [H]/N=c1\nc[nH]o1
Charge: 0

Mulliken population analysis, charges in e, atoms 1 to 6: C 0.547; C -0.061; H 0.267; H 0.399; H 0.283; N -0.651

Most stable: <Q>

<P>
ORCA calculation (the ωB97M-V functional and the def2-TZVPD basis) on C2H3N3O in the gas phase.

```
9
C2H3N3O the ωB97M-V functional and the def2-TZVPD basis
C -0.54927 -1.07390 -0.09084
C 0.01180 0.15720 -0.10524
N -0.91626 1.09654 0.11715
N -2.05707 0.52865 0.14888
N 1.57567 0.73108 -0.22987
O -1.85442 -0.82794 0.02312
H -0.09906 -2.00323 -0.27878
H 2.14245 -0.07688 -0.01899
H 1.74616 1.46848 0.43457
```

Values from the calculation:
LUMO in eV: 0.73
Orbital gap in eV: 10.5
HOMO energy in eV: -9.8
SMILES: Nc1conn1
Charge: 0

Mulliken population analysis, charges in e, atoms 1 to 6: C -0.084; C 0.172; N -0.237; N -0.123; N -0.527; O -0.100

<Q>
ORCA calculation (the ωB97M-V functional and the def2-TZVPD basis) on C2H3N3O in the gas phase.

```
9
C2H3N3O the ωB97M-V functional and the def2-TZVPD basis
C -2.60132 0.79720 -0.02196
C -0.10303 -0.00357 0.02337
N -3.33568 1.65926 -0.09246
N -2.01609 -1.53397 0.04778
N -1.49615 -0.33922 0.15337
O -1.21961 -2.45677 -0.04214
H 0.43599 -0.45471 0.86123
H 0.28251 -0.43776 -0.90795
H 0.03892 1.07319 0.02984
```

Values from the calculation:
LUMO in eV: 0.25
Orbital gap in eV: 10.5
HOMO energy in eV: -10.3
SMILES: CN(C#N)N=O
Charge: 0

Mulliken population analysis, charges in e, atoms 1 to 6: C 0.232; C -0.738; N -0.281; N -0.133; N 0.456; O -0.430

Most stable: <P>

<P>
ORCA calculation (the ωB97M-V functional and the def2-TZVPD basis) on C2H3N3O in the gas phase.

```
9
C2H3N3O the ωB97M-V functional and the def2-TZVPD basis
C 1.32660 0.00910 -0.06844
C -0.20619 0.13438 0.06281
H 1.85303 0.69088 -0.75002
H 1.92958 0.06792 1.01305
H 1.59182 -0.97265 -0.34190
N -1.03397 1.17160 0.10026
N -2.28727 0.57284 -0.06586
N -2.27900 -0.65981 -0.02294
O -0.89459 -1.01426 0.07304
```

Values from the calculation:
LUMO in eV: 0.69
Orbital gap in eV: 12.1
HOMO energy in eV: -11.4
SMILES: Cc1nnno1
Charge: 0

Mulliken population analysis, charges in e, atoms 1 to 6: C -0.890; C 0.714; H 0.295; H 0.237; H 0.323; N -0.363

<Q>
ORCA calculation (the ωB97M-V functional and the def2-TZVPD basis) on C2H3N3O in the gas phase.

```
9
C2H3N3O the ωB97M-V functional and the def2-TZVPD basis
C 0.84068 1.01342 0.02346
C 1.28349 -1.26373 0.04456
N 1.56682 -0.10422 -0.00275
N -0.47159 0.86234 0.01512
N -0.93304 -0.31559 0.00017
O -2.29579 -0.39241 0.00652
H 1.30322 1.97722 0.03993
H 1.35911 -2.28914 -0.16296
H -2.65290 0.51211 0.03596
```

Values from the calculation:
LUMO (alpha / beta) in eV: 0.23 / 0.23
Orbital gap (alpha / beta) in eV: 8.0 / 8.0
HOMO energy (alpha / beta) in eV: -7.7 / -7.7
Charge: 0

Mulliken population analysis, charges in e, atoms 1 to 6: C -0.281; C 0.173; N -0.254; N -0.379; N -0.034; O -0.429

Most stable: <P>

<P>
ORCA calculation (the ωB97M-V functional and the def2-TZVPD basis) on a molecular structure, C7H12.

```
19
C7H12 the ωB97M-V functional and the def2-TZVPD basis
C 1.48754 -1.35205 0.92449
C 0.01807 -1.10422 0.61622
C -0.42687 0.36297 1.02788
C -1.35030 0.85881 -0.13529
C -1.09377 2.28109 -0.61188
C -0.85207 -0.26474 -0.93329
C -0.33102 -1.40435 -0.93304
H 2.12728 -0.65407 0.37341
H 1.67024 -1.20470 1.99819
H 1.78047 -2.37004 0.65365
H -0.59825 -1.83030 1.15540
H -0.91610 0.39645 2.00608
H 0.45960 1.00658 1.06183
H -2.40983 0.72223 0.10960
H -0.03435 2.43168 -0.84263
H -1.38341 2.98897 0.17216
H -1.67816 2.51216 -1.50798
H 1.42748 -1.56315 -2.47287
H 2.10344 -1.81332 -2.66191
```

Values from the calculation:
LUMO in eV: 0.63
Orbital gap in eV: 9.8
HOMO energy in eV: -9.2
Charge: 0

Mulliken population analysis, charges in e, atoms 1 to 6: C -1.584; C 0.915; C -1.204; C 0.727; C -1.436; C 0.153

<Q>
ORCA calculation (the ωB97M-V functional and the def2-TZVPD basis) on C7H12 in the gas phase.

```
19
C7H12 the ωB97M-V functional and the def2-TZVPD basis
C 2.51921 0.40287 -0.72952
C 1.22323 -0.47625 -0.71127
C 0.23252 -0.30221 0.54229
C -0.58636 1.05910 0.75997
C -1.90975 0.30192 0.86418
C -2.13098 -0.46951 -0.38693
C -1.17908 -1.01103 0.65197
H 3.01978 0.37362 -1.71265
H 3.31273 0.10857 -0.02216
H 2.29038 1.45431 -0.53637
H 0.68606 -0.29353 -1.64827
H 1.58794 -1.51833 -0.77962
H 0.95633 -0.59072 1.31369
H -0.53861 1.70033 -0.12361
H -0.44223 1.69879 1.64470
H -2.75410 0.54614 1.51796
H -3.08483 -0.98489 -0.48910
H -1.73246 -0.06479 -1.31232
H -1.46979 -1.93437 1.15707
```

Values from the calculation:
LUMO in eV: 1.20
Orbital gap in eV: 10.7
HOMO energy in eV: -9.5
SMILES: CC[C@H]1C[C@H]2C[C@@H]12
Charge: 0

Mulliken population analysis, charges in e, atoms 1 to 6: C -1.141; C -0.482; C -0.108; C -0.825; C -0.148; C -0.618

Most stable: <Q>

<P>
ORCA calculation (the ωB97M-V functional and the def2-TZVPD basis) on 2 unconnected molecules or ions with the total composition C7H12.

```
19
C7H12 the ωB97M-V functional and the def2-TZVPD basis
C -2.08904 -0.24783 0.72012
C -1.24124 -0.46687 -0.50925
C 0.51599 -0.12295 -1.51485
C 1.17115 1.10303 -0.88522
C 1.37460 0.83440 0.60541
C 1.05248 -0.65453 0.73614
C 0.13643 -1.03287 -0.41799
H -2.97322 0.34553 0.47057
H -2.41741 -1.25563 1.00882
H -1.50772 0.16902 1.53602
H -1.91459 -0.87786 -1.27497
H -0.94847 0.68417 -1.66029
H 2.12327 0.96930 -1.42303
H 0.89271 2.14948 -1.08582
H 2.38469 1.12436 0.91153
H 0.69300 1.46333 1.18016
H 0.63085 -0.88329 1.71778
H 1.97739 -1.23670 0.65685
H 0.13912 -2.06410 -0.77199
```

Values from the calculation:
LUMO in eV: 0.91
Orbital gap in eV: 8.7
HOMO energy in eV: -7.8
Charge: 0

Mulliken population analysis, charges in e, atoms 1 to 6: C -1.206; C -0.736; C -0.907; C -0.474; C -0.391; C -1.121

<Q>
ORCA calculation (the ωB97M-V functional and the def2-TZVPD basis) on C7H12 in the gas phase.

```
19
C7H12 the ωB97M-V functional and the def2-TZVPD basis
C 1.90804 0.89236 1.58380
C 0.82972 1.05668 0.50842
C 0.30285 -0.22293 -0.11651
C 1.10088 -1.26252 -0.34518
C -2.07509 0.11735 0.38878
C -1.14188 -0.26047 -0.47164
C -1.52504 -0.75271 -1.84982
H 2.59522 0.08545 1.35422
H 1.42060 0.65890 2.53039
H 2.44832 1.82980 1.74059
H 0.00003 1.60422 0.95690
H 1.19707 1.70755 -0.29055
H 2.15225 -1.26066 -0.10158
H 0.73302 -2.15453 -0.84317
H -1.86757 0.51295 1.37771
H -3.12574 0.05906 0.12700
H -1.73102 0.11348 -2.47655
H -0.77059 -1.39791 -2.28800
H -2.45107 -1.32605 -1.78480
```

Values from the calculation:
LUMO in eV: 1.07
Orbital gap in eV: 9.8
HOMO energy in eV: -8.8
SMILES: C=C(C)C(=C)CC
Charge: 0

Mulliken population analysis, charges in e, atoms 1 to 6: C -1.032; C -0.428; C 0.682; C -1.033; C -1.025; C 0.449

<R>
ORCA calculation (the ωB97M-V functional and the def2-TZVPD basis) on 2 unconnected molecules or ions with the total composition C7H12.

```
19
C7H12 the ωB97M-V functional and the def2-TZVPD basis
C 1.89685 -1.33138 -1.78584
C 0.62944 -0.77278 -2.10170
C 0.09243 -0.22301 -0.66328
C -1.34232 0.42569 -0.83089
C -1.64252 0.87303 0.48611
C -1.43645 1.07132 1.70618
C -1.17960 1.26896 3.00335
H 2.79391 -0.72010 -1.76825
H 1.41953 -0.12435 2.07990
H 1.98894 -2.35813 -1.44523
H 0.65753 0.10267 -2.75829
H -0.12247 -1.49167 -2.44228
H 0.79004 0.52504 -0.28741
H 0.03516 -1.05389 0.04029
H -1.27719 1.23687 -1.56554
H -2.03161 -0.33944 -1.20636
H 0.85696 0.21209 2.44453
H -1.45010 0.52867 3.75053
H -0.67853 2.17040 3.34417
```

Values from the calculation:
LUMO (alpha / beta) in eV: -0.39 / 0.47
Orbital gap (alpha / beta) in eV: 7.3 / 8.1
HOMO energy (alpha / beta) in eV: -7.7 / -7.7
Charge: 0

Mulliken population analysis, charges in e, atoms 1 to 6: C -0.926; C -0.400; C -0.707; C -0.528; C -0.038; C 0.519

Most stable: <Q>